A structure of composition C49H63CaN8O5PSe2Te. Source: the Open Molecules 2025 dataset; level of theory: the ωB97M-V functional and the def2-TZVPD basis.

Last column: Löwdin spin population.
CARTESIAN COORDINATES (ANGSTROEM)
H 2.8902 3.9083 1.1134  0.000
N 0.2594 -2.5827 4.1997  0.000
H 1.8184 7.3576 2.4211  0.000
H 1.6903 3.2675 -0.0139  0.000
C -1.8780 -2.1307 -4.9217  0.000
P -0.3939 2.8827 2.6216  0.037
H 5.1821 2.4776 0.6982  0.000
C 2.7488 3.2723 0.2367  0.000
C 0.5878 4.3139 3.2784  0.002
C -0.0143 -0.9147 -3.9772  0.000
H -4.0420 -4.0549 1.1982  0.000
H -1.1998 -7.3681 -2.6800  0.000
H 2.5452 -2.7615 -5.1605  0.000
H 5.4223 1.0110 -8.4734  0.000
C -1.6013 1.7316 4.8804  0.004
H 0.2749 1.7161 -2.9623  0.000
H -4.2289 2.5178 6.8785  0.000
C 1.7204 -5.7861 -2.0341  0.000
H -2.7004 4.5666 3.4237  0.000
O -0.7185 -1.7107 2.3615  0.000
C 0.8363 5.4560 2.5256  0.000
H 1.6613 -3.2660 1.7882  0.000
C 2.4502 -2.0789 -6.0060  0.000
H 6.1753 2.1120 -7.3180  0.000
C 1.9585 5.2305 5.0483  0.000
H -3.1200 -4.5880 2.6359  0.000
H -1.2146 -3.2297 5.5351  0.000
C 0.2897 -2.1339 2.9441  0.002
H 3.2015 2.9997 -3.2484  0.000
H 4.7611 2.6853 -5.1783  0.000
H -5.2061 0.6128 -0.3110  0.000
C 2.7374 -0.4231 1.1193  0.003
H 1.8796 -3.8034 -1.1998  0.000
H 4.8765 0.7942 1.1140  0.000
C 2.2023 6.3688 4.2878  0.000
C -0.9061 -2.3181 5.0202  -0.001
H -1.7140 -1.9672 4.3857  0.000
H -4.1632 1.6842 3.4649  0.000
O -0.9410 -4.6945 1.3015  0.000
H -5.8021 1.1548 3.8386  0.000
C -1.8967 -4.0252 0.9725  0.000
H 2.7915 -5.9281 -2.1112  0.000
C -0.1520 -4.4068 -1.4083  0.000
H 1.2446 -7.7073 -2.8654  0.000
C 1.4582 -3.0214 4.8938  0.010
O 1.6482 -1.3404 1.0859  0.001
H -7.1399 0.0675 1.8687  0.000
H 1.3810 -1.9790 -6.2061  0.000
H -0.6813 2.4414 -4.2617  0.000
H -4.4536 0.0187 4.0268  0.000
C 5.2194 1.7248 -7.6750  0.000
C -0.5180 -6.5927 -2.3522  0.000
H -0.1962 -3.0460 -3.9628  0.000
C 4.2893 1.7199 -5.3380  0.000
C 1.2204 -4.6005 -1.5185  0.000
H 2.4430 -2.0450 2.8535  0.002
H 4.4417 1.9851 -2.5273  0.000
H 0.3668 5.5422 1.5519  0.000
H 3.5565 -0.8207 0.5068  0.000
H -2.2784 1.2038 -5.3172  0.000
C -1.0190 -5.4130 -1.8230  0.000
H -2.0866 -5.2624 -1.7293  0.000
C 3.4689 1.9641 -3.0267  0.000
H 3.9334 -0.6667 -7.6763  0.000
N -4.2787 0.2657 -0.1285  0.000
H 1.0209 3.3094 5.1272  0.003
C -3.5107 2.5917 6.0699  0.000
Te 1.8056 -0.9772 -2.9049  0.000
H -2.7034 0.4283 2.6489  0.000
C 1.6411 6.4740 3.0244  0.000
C 0.8532 -6.7839 -2.4567  0.000
H -3.4093 -0.9261 -5.8353  0.000
N -4.1641 0.4230 -2.4149  0.000
C 1.1677 4.2119 4.5445  0.003
N 3.1892 1.9205 0.5534  0.001
C -3.9427 0.3489 1.2268  0.000
H 2.3964 5.1281 6.0343  0.000
Se -1.4986 3.6990 0.8683  0.023
C -3.4330 0.3870 -1.2317  0.000
H -1.7562 0.5621 -2.0691  0.000
H -3.1847 -2.8668 2.1803  0.000
C 2.2996 0.9216 0.5601  0.003
C 2.9233 -0.0831 -4.4891  0.000
H 4.6739 2.5642 -8.1122  0.000
H 2.8241 7.1667 4.6774  0.000
H -2.3633 -3.0760 -5.1310  0.000
H 4.4136 2.0693 2.2579  -0.001
C -2.6521 3.7586 4.1460  0.001
C -2.4617 -0.9324 -5.3094  0.000
H -2.4654 0.7927 6.6050  0.000
H 3.0531 -0.2603 2.1562  0.003
C -0.6028 0.3016 -4.3393  0.000
H -3.6014 0.2354 -3.2341  0.000
C 4.4853 1.8049 1.1994  -0.001
H -6.2053 -1.2214 2.6413  0.000
C -4.8497 0.8392 3.4128  0.000
H -0.6607 -1.5423 5.7511  -0.001
H 2.7424 1.5811 -2.3138  0.000
H -4.9959 -0.1477 -2.3960  0.000
C 3.5448 1.1621 -4.2997  0.000
C 4.4357 1.0874 -6.5611  0.000
C -3.5679 3.6618 5.1792  0.000
H 2.9132 -2.5343 -6.8823  0.000
H -0.8092 0.9945 4.7786  0.007
C -0.6576 -2.1139 -4.2660  0.000
O -1.9723 -3.3037 -0.1371  0.000
C -3.1499 -3.8909 1.8018  0.000
N -0.2493 -1.9582 -1.1144  0.000
N -5.0698 0.4437 2.0349  0.000
C -6.1856 -0.4655 1.8466  0.000
H 2.0670 -2.1549 5.1712  0.023
C -1.6506 2.7990 3.9895  0.002
C 3.0774 -0.7438 -5.7197  0.000
H 1.1490 -3.5607 5.7880  0.000
C 3.8240 -0.1456 -6.7302  0.000
C 1.6093 -2.2445 2.1853  0.000
N -2.1729 0.4934 -1.1435  0.000
Se 2.0445 0.5724 4.4243  0.873
H -4.3338 4.4209 5.2930  0.000
C -2.5279 1.6276 5.9157  0.000
C 0.0110 1.6345 -4.0203  0.000
Ca -0.5972 -0.2718 0.5506  0.000
H 0.9321 1.7917 -4.5849  0.000
H 3.3369 3.6672 -0.5948  0.000
C -1.8242 0.2643 -5.0190  0.000
H 2.0285 -3.7154 4.2783  0.000
H -6.1018 -0.9974 0.9022  0.000
O 1.1609 1.0786 0.1113  0.000
C -0.6392 -3.0854 -0.9271  0.000
N -2.7411 0.3979 1.6335  0.000

Output
* E_HOMO (alpha / beta): -3.43 / -3.50 eV
* ⟨S²⟩: 0.754
* HOMO-LUMO gap (alpha / beta): 5.509 / 5.578 eV
* total charge: -1
* energy relative to the best compared isomer or geometry (same formula, charge and spin): 0.4146 eV
* spin multiplicity: 2

An isolated molecule of C5H5NO at a distorted geometry. Source: the Open Molecules 2025 dataset; level of theory: the ωB97M-V functional and the def2-TZVPD basis.

Last column: Mulliken charge in e.
CARTESIAN COORDINATES (ANGSTROEM)
H 0.1773 3.1795 0.1181  0.247
H -0.3575 1.7571 -1.9714  0.436
C 0.2226 -0.1849 0.3896  0.507
N -0.4377 -0.0163 -0.8006  -0.595
H 0.9135 1.3335 1.9969  0.298
H -0.9814 -1.6395 -0.6082  0.545
C -0.0076 1.9747 0.1058  -0.195
O -0.4205 -2.3567 -0.1398  -0.509
C -0.2575 1.2297 -1.0665  -0.181
C 0.2953 -1.4956 0.6107  -0.175
H 0.9320 -1.9264 1.4528  0.299
C 0.7046 1.1867 0.9162  -0.677

Output
* SMILES string: O/C=C1/C=CC=N1
* E_HOMO: -8.80 eV
* HOMO-LUMO gap: 8.729 eV
* energy relative to the best compared isomer or geometry (same formula, charge and spin): 3.0041 eV

A structure of composition C22H26BrN2OP2S4SbTa. Source: the Open Molecules 2025 dataset; level of theory: the ωB97M-V functional and the def2-TZVPD basis.

Last column: Mulliken charge in e.
CARTESIAN COORDINATES (ANGSTROEM)
H 1.9444 -2.2020 2.5518  0.402
C -2.9147 0.5100 -1.1691  0.212
P -0.2976 -2.1603 1.6653  1.180
Ta 0.0717 -0.2419 -0.1796  1.829
C -2.4182 0.7787 -2.4868  0.352
N -0.9561 1.4372 1.6180  -0.368
C -0.8996 2.7188 3.6381  -0.978
H 0.5769 2.7140 2.0517  0.680
C -0.9887 -1.7937 3.3050  -1.286
H 1.1227 -3.7625 2.7789  0.511
H -5.4960 -0.7341 2.9867  0.435
H -0.9845 -2.0389 -3.8380  0.332
C -0.3690 2.3173 2.3973  -0.380
S 4.2256 1.1364 -1.5414  -0.477
C -3.9502 0.5817 3.6146  -0.815
C -0.6971 -2.8525 -3.1691  -1.297
C -0.6100 1.3808 -3.9765  -0.650
H -0.4298 -0.9595 3.7325  0.310
H -1.4127 -4.7277 -0.8189  0.645
H -3.2744 -3.5600 -2.0269  0.587
Sb 3.6010 -0.4656 -0.1476  0.780
C -1.5088 1.4636 -5.0165  -0.382
Br -4.0813 1.3612 -6.2485  -0.147
H -0.8694 -2.6649 3.9494  0.568
H -2.4618 2.4093 5.0616  0.495
H -4.3957 0.7757 4.5817  0.459
H -3.9709 0.7142 -0.9890  0.435
H -0.3668 3.4556 4.2214  0.433
H -3.5334 -2.4167 -0.6994  0.234
C -0.8687 -3.8655 -0.4288  -1.064
H 1.7955 -3.3006 1.1926  0.369
C -1.2839 -3.5614 1.0161  -1.131
C -2.8703 1.2258 -4.8036  -0.362
C -2.0538 2.1486 4.0932  -0.777
C -2.1510 0.9328 2.0264  0.687
H 0.4423 1.5827 -4.1263  0.559
H 0.3806 -2.9805 -3.2227  0.434
C -1.0478 1.0277 -2.6982  0.320
C -2.7319 1.2191 3.2740  1.447
H -1.1690 1.7243 -6.0096  0.462
C -2.8337 0.1136 1.1010  -1.159
H -4.3861 0.7546 -3.3797  0.514
C -3.0328 -2.5636 -1.6547  -1.557
H -1.1920 -3.7701 -3.4877  0.469
H -3.4109 -1.8369 -2.3727  0.383
H -2.0436 -1.5302 3.2486  0.258
H 0.1979 -4.0892 -0.4839  0.400
C -4.5632 -0.2543 2.7244  -1.228
C 1.2898 -2.9371 2.0845  -1.441
H -4.5587 -1.0893 0.7290  0.490
S 4.6757 -2.0057 1.0256  -0.484
N -2.2086 0.0835 -0.1757  0.268
H -2.3447 -3.3022 1.0719  0.304
S 1.6075 -1.6215 -1.2200  -0.460
P -1.2152 -2.4039 -1.4832  0.777
C -4.0184 -0.4756 1.4388  -0.033
C -3.3281 0.9116 -3.5502  -0.670
H -1.1263 -4.4273 1.6622  0.608
S 1.7608 0.5089 1.2344  -0.465
O -0.1971 0.9595 -1.6882  -1.014

Output
* E_HOMO: -10.53 eV
* HOMO-LUMO gap: 6.480 eV
* total charge: +1
* energy relative to the best compared isomer or geometry (same formula, charge and spin): 0.0000 eV

A structure of composition C42H47N2O2PPtS at a distorted geometry. Source: the Open Molecules 2025 dataset; level of theory: the ωB97M-V functional and the def2-TZVPD basis.

Last column: Löwdin spin population.
CARTESIAN COORDINATES (ANGSTROEM)
C -0.4676 -1.3732 4.3585  0.000
C 5.3532 -2.7982 3.1076  0.080
N -2.9686 -3.9189 3.3970  0.000
H -3.9906 1.3129 2.7543  0.000
H 0.7231 0.9338 -2.9623  0.006
H 2.5207 2.6000 0.7324  0.000
S -1.9127 -2.6171 -1.5825  0.011
H -0.3893 1.4250 -4.2511  0.000
H -3.0886 -3.7105 2.4237  0.000
H 2.0485 -5.8418 0.8160  0.000
C -3.0384 1.4704 0.8407  0.010
Pt -0.6813 -0.4042 -0.7218  0.677
C 4.2933 1.4873 0.2804  0.027
C -2.1780 -3.1712 4.2185  0.000
C 0.2536 1.7908 -3.4475  0.004
C 4.2704 -0.8397 1.3900  0.013
H -3.3914 -3.4750 -3.2396  0.000
C -1.3566 -2.0919 3.5689  0.002
C -2.4547 2.3056 -0.1213  0.012
C 5.3634 -0.5510 2.2262  0.069
C -3.0174 1.0234 -4.1287  0.000
H -2.0348 -4.5353 0.5328  0.000
H -2.0047 4.3621 -0.5758  0.000
C -2.6208 -3.9242 -2.6103  0.000
H 3.8217 -4.0888 2.3290  -0.002
H 0.1029 3.7796 -0.6355  0.000
C -0.6482 -3.6561 -0.8363  0.005
C 2.4178 -0.0912 -0.0616  0.081
H -3.0518 -4.6766 -1.9441  0.000
O -2.1263 -3.3684 5.4178  0.000
H -2.4519 0.0853 -4.1193  0.000
H 1.3901 3.4387 -1.7989  0.000
H -5.0851 0.1653 -2.8208  0.000
C 0.4930 3.0281 -1.3227  0.002
H -0.4010 -1.6152 5.4112  0.000
H 2.6482 -4.3537 -1.0667  0.000
C -3.3765 1.4753 -2.7062  0.011
H 3.5521 4.8038 0.3208  -0.001
C 3.6578 0.1645 0.5241  0.318
H -3.6515 3.5508 -3.3577  0.000
H -0.2877 -5.9331 1.6334  0.000
C -3.4809 3.3460 2.2835  0.000
H -2.4329 1.7709 -4.6651  0.000
N -0.6920 -0.8228 1.6609  0.053
H -3.7800 -0.5086 -1.8323  0.005
C 3.7247 -2.1366 1.4596  0.067
H 0.9149 -2.9226 -2.1138  0.004
C 5.6294 1.5886 -0.1211  0.031
H -0.1721 4.5252 -3.3827  0.000
C -2.9170 4.1898 1.3390  0.001
C 0.1563 -0.1331 2.4211  0.006
C 0.2908 -0.3707 3.7813  0.001
H -3.8608 3.7463 3.2157  0.000
H 2.8650 -2.3616 0.8401  0.004
C 1.6241 -4.3986 -0.7146  0.002
H 5.7739 -3.5507 3.7641  0.005
H 0.9830 0.2192 4.3672  0.000
H 7.2428 2.8828 -0.6865  -0.001
H 6.2073 0.6813 -0.2587  0.001
H -2.1495 -2.2374 1.5514  0.001
C -2.4187 3.6748 0.1480  0.002
C -1.0008 -4.5008 0.2053  0.000
H 6.7300 -1.2677 3.7097  -0.002
C -0.0249 -5.2834 0.8068  0.001
C 1.2863 -5.2306 0.3455  0.000
H 5.7862 0.4456 2.2266  0.003
C 5.8926 -1.5177 3.0688  -0.007
H -3.0893 0.4008 0.6644  0.007
H 0.7498 0.6168 1.9120  0.002
H -5.1284 2.6101 -3.1802  0.001
C 4.1391 3.9033 0.1902  -0.002
C -4.3048 0.4125 -2.0936  0.006
C 4.2607 -3.0971 2.2995  -0.007
H -4.2973 3.2104 -1.7455  0.000
P -1.8033 1.4999 -1.6592  0.050
H -3.5663 -4.6038 3.8256  0.000
H -1.6733 4.5180 -2.4551  0.000
O -2.9606 -2.3574 -0.5276  0.028
C 5.4680 3.9909 -0.2022  0.028
H -4.7952 0.7826 -1.1927  0.000
H -3.9389 0.8567 -4.6944  0.000
H -2.8666 5.2569 1.5244  0.000
C 3.5589 2.6634 0.4241  0.030
C -1.4420 -1.7651 2.2264  0.006
C -0.5149 2.6444 -2.4175  -0.003
H 1.0409 2.4071 -3.8991  0.000
H -1.5882 3.6926 -4.0159  0.000
C 6.2093 2.8267 -0.3644  -0.003
C -1.0358 3.9132 -3.1013  -0.001
C 1.3007 -0.3253 -0.5284  0.339
C -3.5506 1.9833 2.0247  0.001
H -1.8230 -4.3504 -3.2222  0.000
C 0.6566 -3.5994 -1.3084  0.008
H 0.8010 2.1580 -0.7474  0.002
C -4.1419 2.7990 -2.7437  0.003
H 5.9235 4.9569 -0.3854  0.002

Output
* E_HOMO (alpha / beta): -6.08 / -7.30 eV
* ⟨S²⟩: 2.040
* HOMO-LUMO gap (alpha / beta): 6.430 / 6.936 eV
* energy relative to the best compared isomer or geometry (same formula, charge and spin): 0.9624 eV
* spin multiplicity: 3

Please write out number 3 again, unchanged.
A structure of composition C22H26BrN2OP2S4SbTa. Source: the Open Molecules 2025 dataset; level of theory: the ωB97M-V functional and the def2-TZVPD basis.

Last column: Mulliken charge in e.
CARTESIAN COORDINATES (ANGSTROEM)
H 1.9444 -2.2020 2.5518  0.402
C -2.9147 0.5100 -1.1691  0.212
P -0.2976 -2.1603 1.6653  1.180
Ta 0.0717 -0.2419 -0.1796  1.829
C -2.4182 0.7787 -2.4868  0.352
N -0.9561 1.4372 1.6180  -0.368
C -0.8996 2.7188 3.6381  -0.978
H 0.5769 2.7140 2.0517  0.680
C -0.9887 -1.7937 3.3050  -1.286
H 1.1227 -3.7625 2.7789  0.511
H -5.4960 -0.7341 2.9867  0.435
H -0.9845 -2.0389 -3.8380  0.332
C -0.3690 2.3173 2.3973  -0.380
S 4.2256 1.1364 -1.5414  -0.477
C -3.9502 0.5817 3.6146  -0.815
C -0.6971 -2.8525 -3.1691  -1.297
C -0.6100 1.3808 -3.9765  -0.650
H -0.4298 -0.9595 3.7325  0.310
H -1.4127 -4.7277 -0.8189  0.645
H -3.2744 -3.5600 -2.0269  0.587
Sb 3.6010 -0.4656 -0.1476  0.780
C -1.5088 1.4636 -5.0165  -0.382
Br -4.0813 1.3612 -6.2485  -0.147
H -0.8694 -2.6649 3.9494  0.568
H -2.4618 2.4093 5.0616  0.495
H -4.3957 0.7757 4.5817  0.459
H -3.9709 0.7142 -0.9890  0.435
H -0.3668 3.4556 4.2214  0.433
H -3.5334 -2.4167 -0.6994  0.234
C -0.8687 -3.8655 -0.4288  -1.064
H 1.7955 -3.3006 1.1926  0.369
C -1.2839 -3.5614 1.0161  -1.131
C -2.8703 1.2258 -4.8036  -0.362
C -2.0538 2.1486 4.0932  -0.777
C -2.1510 0.9328 2.0264  0.687
H 0.4423 1.5827 -4.1263  0.559
H 0.3806 -2.9805 -3.2227  0.434
C -1.0478 1.0277 -2.6982  0.320
C -2.7319 1.2191 3.2740  1.447
H -1.1690 1.7243 -6.0096  0.462
C -2.8337 0.1136 1.1010  -1.159
H -4.3861 0.7546 -3.3797  0.514
C -3.0328 -2.5636 -1.6547  -1.557
H -1.1920 -3.7701 -3.4877  0.469
H -3.4109 -1.8369 -2.3727  0.383
H -2.0436 -1.5302 3.2486  0.258
H 0.1979 -4.0892 -0.4839  0.400
C -4.5632 -0.2543 2.7244  -1.228
C 1.2898 -2.9371 2.0845  -1.441
H -4.5587 -1.0893 0.7290  0.490
S 4.6757 -2.0057 1.0256  -0.484
N -2.2086 0.0835 -0.1757  0.268
H -2.3447 -3.3022 1.0719  0.304
S 1.6075 -1.6215 -1.2200  -0.460
P -1.2152 -2.4039 -1.4832  0.777
C -4.0184 -0.4756 1.4388  -0.033
C -3.3281 0.9116 -3.5502  -0.670
H -1.1263 -4.4273 1.6622  0.608
S 1.7608 0.5089 1.2344  -0.465
O -0.1971 0.9595 -1.6882  -1.014

Output
* E_HOMO: -10.53 eV
* HOMO-LUMO gap: 6.480 eV
* total charge: +1
* energy relative to the best compared isomer or geometry (same formula, charge and spin): 0.0000 eV

Please write out number 2 again, unchanged.
An isolated molecule of C5H5NO at a distorted geometry. Source: the Open Molecules 2025 dataset; level of theory: the ωB97M-V functional and the def2-TZVPD basis.

Last column: Mulliken charge in e.
CARTESIAN COORDINATES (ANGSTROEM)
H 0.1773 3.1795 0.1181  0.247
H -0.3575 1.7571 -1.9714  0.436
C 0.2226 -0.1849 0.3896  0.507
N -0.4377 -0.0163 -0.8006  -0.595
H 0.9135 1.3335 1.9969  0.298
H -0.9814 -1.6395 -0.6082  0.545
C -0.0076 1.9747 0.1058  -0.195
O -0.4205 -2.3567 -0.1398  -0.509
C -0.2575 1.2297 -1.0665  -0.181
C 0.2953 -1.4956 0.6107  -0.175
H 0.9320 -1.9264 1.4528  0.299
C 0.7046 1.1867 0.9162  -0.677

Output
* SMILES string: O/C=C1/C=CC=N1
* E_HOMO: -8.80 eV
* HOMO-LUMO gap: 8.729 eV
* energy relative to the best compared isomer or geometry (same formula, charge and spin): 3.0041 eV

- The highest energy relative to the best compared isomer or geometry (same formula, charge and spin) belongs to which entry?
  C5H5NO